Here is a structure of composition C40H70BeCl4FLiN2O9PS4 in a non-equilibrium geometry from OMol25. Energies are from wB97M-V/def2-TZVPD.

As for the LUMO energy: -0.1205 Eh. The strongest force on any atom comes out at 2.042 eV/Å. As for the HOMO-LUMO gap: 1.2 eV.

Geometry as ORCA input:
```
! RIJCOSX wB97M-V def2-TZVPD def2/J DEFGRID3
* xyz -1 1
C 6.95 -1.72 0.95
C 5.72 -1.29 1.76
C 4.66 -2.36 1.81
C 4.30 -2.86 0.40
N 2.98 -2.52 -0.16
C 2.09 -3.66 0.17
C 0.59 -3.56 -0.15
C -0.26 -3.25 1.07
C -1.76 -3.60 0.96
C -2.58 -3.08 -0.21
C -2.47 -4.05 -1.42
C -2.51 -3.51 -2.87
C -1.26 -3.91 -3.68
C -1.20 -3.08 -4.92
O -1.58 -3.47 -5.98
O -0.73 -1.80 -4.76
O -3.97 -3.28 0.25
C -4.73 -2.55 -0.59
O -5.86 -2.75 -0.84
O -4.00 -1.55 -1.10
C -2.68 -1.57 -0.46
C -2.91 -0.75 0.83
C -3.05 0.75 0.61
C -2.54 1.58 1.61
C -2.58 2.96 1.49
C -3.12 3.54 0.36
C -3.67 2.73 -0.64
C -4.28 3.32 -1.88
C -3.64 1.34 -0.50
P -1.32 -0.73 -1.38
S 0.08 -0.05 -0.23
C 3.29 -2.40 -1.52
S 2.99 -3.47 -2.65
S 4.37 -1.01 -1.99
C 3.40 0.54 -1.91
C 3.47 1.22 -0.55
C 2.64 2.51 -0.49
H 6.91 -2.79 0.69
H 6.97 -1.19 0.00
H 7.89 -1.47 1.45
H 5.28 -0.37 1.37
H 6.05 -1.06 2.77
H 3.74 -1.99 2.26
H 4.97 -3.21 2.42
H 4.24 -3.95 0.37
H 5.07 -2.61 -0.31
H 2.48 -4.58 -0.25
H 2.16 -3.75 1.25
H 0.34 -4.55 -0.52
H 0.48 -2.83 -0.95
H -0.14 -2.23 1.41
H 0.11 -3.88 1.88
H -2.23 -3.25 1.88
H -1.84 -4.68 0.94
H -1.59 -4.67 -1.33
H -3.30 -4.73 -1.32
H -2.70 -2.45 -2.96
H -3.34 -4.00 -3.38
H -0.35 -3.84 -3.08
H -1.42 -4.92 -4.03
H -1.46 -1.20 -4.93
H -2.04 -0.90 1.47
H -3.77 -1.13 1.36
H -2.10 1.15 2.50
H -2.16 3.58 2.27
H -3.12 4.60 0.20
H -4.27 2.55 -2.66
H -3.67 4.13 -2.27
H -5.31 3.65 -1.73
H -4.07 0.75 -1.29
H -0.85 -1.66 -2.31
H -1.90 0.28 -2.16
H 3.88 1.20 -2.63
H 2.38 0.40 -2.25
H 4.51 1.50 -0.32
H 3.17 0.51 0.22
H 3.18 3.38 -0.84
H 1.77 2.38 -1.13
H 2.27 2.64 0.52
C -0.75 6.69 4.17
C -1.29 6.22 2.91
N -1.75 5.85 1.93
H 0.14 6.11 4.43
H -0.48 7.74 4.11
H -1.48 6.55 4.96
Li 5.80 -4.84 0.44
Cl 9.12 -0.63 2.96
C -9.04 -2.52 -0.72
C -9.08 -2.58 -2.25
C -10.55 -2.51 -2.67
S -11.41 -1.60 -1.38
O -12.34 -2.49 -0.73
O -11.84 -0.32 -1.89
C -9.99 -1.39 -0.32
H -8.04 -2.35 -0.35
H -9.40 -3.46 -0.30
H -8.54 -1.72 -2.66
H -8.60 -3.48 -2.63
H -10.69 -1.99 -3.62
H -11.00 -3.50 -2.73
H -10.30 -1.42 0.72
H -9.55 -0.41 -0.54
C 3.28 7.33 -1.80
C 2.47 6.40 -0.92
O 3.25 5.86 0.14
H 4.14 6.80 -2.22
H 2.67 7.73 -2.62
H 3.67 8.17 -1.22
H 2.09 5.56 -1.49
H 1.61 6.93 -0.49
H 3.58 6.59 0.67
Cl 4.72 -5.20 -1.53
Be 5.95 0.63 -1.71
Cl -6.16 7.01 3.68
C -5.48 7.91 2.30
C -5.85 7.30 0.98
Cl -5.05 5.73 0.73
H -4.40 7.95 2.43
H -5.88 8.92 2.36
H -5.53 7.95 0.17
H -6.93 7.15 0.89
C 12.16 -2.41 4.38
C 12.34 -3.21 3.04
C 13.50 -2.58 2.25
O 11.19 -3.11 2.38
H 11.92 -1.37 4.17
H 11.36 -2.84 4.97
H 13.09 -2.46 4.95
H 12.65 -4.23 3.34
H 13.30 -1.53 2.03
H 13.66 -3.12 1.32
H 14.43 -2.63 2.83
F -1.69 3.33 4.10
*
```